*one*
42
Properties=species:S:1:pos:R:3 method="wB97M-V/def2-TZVPD" gap_ev=9.66 lumo_energy_ev=0.3
C -2.1660 -0.4352 1.1860
O -2.1598 0.1241 2.4777
H -3.1886 -0.6065 0.8691
H -1.5987 -1.3830 1.2121
H -1.7682 0.2754 0.4404
H -3.0688 0.1495 2.7969
C 2.4377 -0.3142 -2.8038
O 2.0236 0.6361 -3.7817
H 3.4953 -0.3553 -2.6846
H 2.2502 -1.3097 -3.2360
H 2.0305 -0.2409 -1.8102
H 1.3721 1.2490 -3.3818
C 2.6029 -3.8891 -0.6724
O 1.9713 -2.6323 -0.4311
H 3.6530 -3.8171 -0.8964
H 2.1061 -4.5026 -1.4044
H 2.5701 -4.4768 0.2578
H 1.2453 -2.8022 0.1664
C -0.6406 -1.2838 -2.1921
O -1.8125 -1.8212 -2.6684
H -0.6488 -1.2616 -1.0849
H -0.5422 -0.2596 -2.5359
H 0.1654 -1.8469 -2.5917
H -1.9921 -1.5437 -3.5594
C 0.1622 2.0819 -0.9533
O 0.3805 2.1135 -2.3396
H 0.0246 1.1602 -0.5095
H -0.7928 2.5988 -0.6745
H 0.9346 2.6050 -0.4317
H 0.3204 3.0342 -2.5785
C 1.2927 0.0175 1.3638
O 0.6398 0.8685 2.1975
H 1.7144 -0.8542 1.9058
H 1.9866 0.5070 0.7449
H 0.5594 -0.5021 0.7948
H -0.2058 0.4540 2.5220
C -2.3615 2.8287 4.2082
O -3.1204 3.9938 4.1483
H -1.4746 2.8136 3.5398
H -2.9660 1.8909 3.9332
H -2.0546 2.6263 5.2463
H -3.3767 4.1099 3.2108


*two*
42
Properties=species:S:1:pos:R:3 method="wB97M-V/def2-TZVPD" gap_ev=10.33 lumo_energy_ev=0.4
C 29.5495 -4.6567 0.6950
O 29.9905 -4.6336 -0.6639
H 28.6534 -4.0493 0.8241
H 29.3264 -5.6943 0.9197
H 30.3286 -4.3025 1.3739
H 30.2239 -3.7337 -0.9130
C 26.0376 -4.7877 -1.7586
O 24.7178 -4.5053 -1.3717
H 26.2056 -4.5817 -2.8099
H 26.7568 -4.2015 -1.1657
H 26.3046 -5.8407 -1.5856
H 24.6284 -4.7432 -0.4460
C 32.4466 -4.1581 -3.5168
O 33.7738 -3.9098 -3.0758
H 31.7600 -4.1934 -2.6613
H 32.0937 -3.3735 -4.1876
H 32.4264 -5.1258 -4.0080
H 33.9768 -2.9864 -3.2333
C 26.4426 -6.3429 -5.7460
O 25.0510 -6.0596 -5.7817
H 26.6360 -7.2574 -5.1728
H 26.8504 -6.5451 -6.7392
H 26.9656 -5.5200 -5.2626
H 24.7346 -6.1350 -6.6837
C 30.5279 -11.2269 -2.3390
O 31.6483 -11.4021 -1.4889
H 29.5933 -11.5577 -1.8703
H 30.4655 -10.1708 -2.5741
H 30.6302 -11.8032 -3.2663
H 31.8078 -12.3445 -1.3915
C 33.3455 -4.3382 0.2449
O 32.7305 -5.5561 -0.1031
H 32.6333 -3.4993 0.2502
H 33.7684 -4.3829 1.2558
H 34.1276 -4.0894 -0.4695
H 31.7881 -5.4062 -0.1658
C 28.6249 -7.1830 -2.5969
O 29.1102 -5.9356 -3.0320
H 29.3062 -8.0145 -2.7950
H 28.4743 -7.1760 -1.5023
H 27.6268 -7.3684 -2.9957
H 29.4922 -5.4871 -2.2728


Preferred: *two*; penalty for the next structure: 0.754 eV.


*one*
16
Properties=species:S:1:pos:R:3 method="wB97M-V/def2-TZVPD" gap_ev=9.31 lumo_energy_ev=1.0
C 0.5398 -0.9966 -1.4539
C 1.7850 -0.2932 -1.1830
C 1.6701 0.7733 -0.1579
C 0.4055 1.0861 0.2704
C -0.7438 0.5620 -0.2315
C -0.7536 -0.5303 -1.1788
C -0.9761 -0.7602 2.0338
C -1.8475 0.1431 2.0203
H 0.7483 -1.8461 -2.0573
H 2.6653 -0.7259 -1.6627
H 2.5430 1.2947 0.5188
H 0.1879 1.9386 0.9501
H -1.7913 1.0680 -0.1434
H -1.5873 -1.0181 -1.8743
H -0.0806 -1.3066 2.1579
H -2.7646 0.6114 1.9914


*two*
16
Properties=species:S:1:pos:R:3 method="wB97M-V/def2-TZVPD" gap_ev=8.13 lumo_energy_ev=0.6
C 1.4858 1.0882 0.0995
C 2.2817 -0.1922 0.0693
C 1.3239 -1.0881 -0.1634
C -0.0616 -0.8656 -0.0806
C 0.0148 0.5735 0.1010
C -1.3108 1.2486 -0.1536
C -2.1743 0.2238 -0.0694
C -1.5321 -1.0983 0.1066
H 1.8149 1.8187 0.8831
H 1.6058 1.8398 -0.7521
H 3.3051 -0.3261 -0.1031
H 1.7700 -1.9756 -0.1590
H -1.4441 2.2408 -0.1664
H -3.2506 0.3604 0.2361
H -1.8528 -1.5117 1.2447
H -2.1124 -1.7860 -0.6400


Preferred: *two*; penalty for the next structure: 0.613 eV.


*one*
14
Properties=species:S:1:pos:R:3 method="wB97M-V/def2-TZVPD" gap_ev="6.07 / 8.91" lumo_energy_ev="0.1 / 0.6"
C -0.1506 -1.2226 -1.3231
C -0.1959 0.0145 2.1198
C -0.1622 0.2169 -0.9028
O 0.8836 0.8861 1.8047
O 0.8744 0.9419 -0.7026
O -1.3624 0.9034 -1.0484
H 0.6154 -1.2727 -2.1551
H 0.2198 -1.8310 -0.5930
H -1.0995 -1.5389 -1.5614
H -0.0580 -0.9169 1.6074
H -1.0642 0.5511 1.8454
H 1.7687 0.3786 1.6713
H 0.9655 1.0195 0.3198
H -1.2348 1.8701 -1.0819


*two*
14
Properties=species:S:1:pos:R:3 method="wB97M-V/def2-TZVPD" gap_ev=7.77 lumo_energy_ev=0.5
O -1.0412 -0.0837 -0.4151
C -0.4793 0.6805 -1.7743
C 0.2019 -0.7081 0.0006
O -0.1022 -1.6489 0.9637
C 1.0829 0.3551 0.6548
O 0.2429 1.1317 1.4988
H -1.2142 0.6118 0.2675
H -1.0109 0.0329 -2.4916
H -1.0363 1.6266 -1.7088
H 0.6455 -1.1291 -0.9126
H -0.6743 -2.2972 0.5357
H 1.8675 -0.1490 1.2336
H 1.5285 1.0244 -0.0819
H -0.0107 0.5530 2.2297


Preferred: *two*; penalty for the next structure: 0.367 eV.


*one*
47
Properties=species:S:1:pos:R:3 method="wB97M-V/def2-TZVPD" gap_ev=9.01 lumo_energy_ev=0.2
C 0.3434 -2.5224 -2.4222
N 0.3994 -1.8273 -1.1421
C -0.2582 -0.5665 -1.2117
C -1.6353 -3.0727 -0.1608
C -0.2859 -2.6858 -0.1495
C 0.2260 -2.0024 1.2499
O -0.6521 -0.9834 1.6224
H 0.5785 -3.5806 -2.3665
H 0.9637 -2.1631 -3.2946
H -0.6613 -2.6632 -2.8101
H 0.4583 0.2056 -1.4394
H -1.2626 -0.5013 -1.8481
H -0.7513 -0.3051 -0.1694
H -1.8548 -4.0978 -0.2693
H -2.1095 -2.5472 -1.0032
H -2.2199 -2.6835 0.6785
H 0.3524 -3.5480 -0.2456
H 1.2978 -1.5100 1.0034
H 0.3982 -2.6665 2.0965
H -1.5209 -0.9737 1.1224
H 2.3609 -0.8534 0.1112
H 2.9602 0.5253 -0.4815
O 3.1570 -0.3479 0.0122
H 2.9983 2.3716 -1.5245
H 1.8551 2.5718 -0.4244
O 2.2267 1.9558 -1.1199
H 0.6227 2.0621 -2.5260
H -0.4553 2.6993 -3.4686
O -0.3010 1.9688 -2.8065
H -1.6992 1.8216 -1.8760
H -1.9626 2.2960 -0.5460
O -2.3755 1.7169 -1.1123
H 3.5572 0.5323 2.7371
H 2.7745 0.7052 1.2775
O 2.9244 1.0981 2.2070
H 1.3940 1.1725 2.9569
H 0.1812 0.2725 3.2076
O 0.3594 1.1858 3.2096
H -3.1368 0.6757 0.0105
H -3.6578 0.8330 1.2471
O -3.3721 0.1079 0.6841
H -0.9835 2.3042 2.4996
H -1.6645 1.5217 1.3829
O -1.5167 2.3455 1.7863
H 1.3406 3.0932 1.5903
H -0.1244 2.8966 1.0121
O 0.7313 3.1630 0.7127


*two*
47
Properties=species:S:1:pos:R:3 method="wB97M-V/def2-TZVPD" gap_ev=9.34 lumo_energy_ev=0.3
C 3.1181 -1.5073 -0.2105
N 1.8046 -0.8327 0.0466
C 0.6566 -1.4384 -0.6840
C -0.6892 -1.0685 -0.0163
C -1.2562 0.2473 -0.4324
O -0.6860 -1.3097 1.3923
C 0.7743 -2.9426 -0.8999
H 3.3453 -2.3306 0.4930
H 3.8192 -0.6690 -0.0063
H 3.3189 -1.6981 -1.2962
H 1.5537 -0.8169 1.0417
H 0.6538 -0.9335 -1.7533
H -1.3396 -1.7986 -0.3705
H -1.5915 0.3250 -1.4426
H -0.6860 1.1962 -0.0229
H -2.1460 0.3330 0.2270
H -0.4122 -0.5654 1.8443
H -0.2370 -3.3293 -0.8084
H 0.9843 -3.0108 -2.0845
H 1.3626 -3.5547 -0.1590
H -4.1052 0.8710 2.5688
H -2.7931 0.9584 1.6169
O -3.4924 1.5027 2.0204
H -0.3076 0.7946 -3.8828
H -0.0587 -0.7716 -4.2873
O 0.2768 -0.0619 -3.7960
H 0.9029 -2.8367 3.9246
H 0.5657 -1.4668 3.6303
O 1.1228 -2.0109 4.1788
H -3.2658 -1.8321 2.8816
H -2.1008 -1.1744 2.0547
O -2.9861 -1.0193 2.5205
H -0.2203 1.7850 2.3909
H 1.1648 1.3415 2.1020
O 0.3047 0.9501 2.2616
H -1.8940 2.8383 3.6101
H -2.0812 2.6206 2.1537
O -1.3747 2.9228 2.8191
H 2.6800 1.5987 -0.9375
H 1.2143 1.3482 -0.1861
O 1.7717 1.9462 -0.8063
H -1.6225 2.7555 -3.6041
H -0.2502 2.6222 -4.2841
O -1.1444 2.2614 -4.3060
H 1.6405 2.5294 -2.3903
H 2.1162 2.3039 -3.8255
O 1.5888 2.9280 -3.2859


Preferred: *two*; penalty for the next structure: 0.874 eV.


*one*
9
Properties=species:S:1:pos:R:3 method="wB97M-V/def2-TZVPD" gap_ev=7.80 lumo_energy_ev=-0.1
C -0.4832 -0.7110 -0.2554
C -1.3639 0.3525 0.0334
N 0.4191 -1.4397 -0.3105
O 1.8820 1.1933 0.0444
Cl 2.8245 -0.0641 0.0934
H -2.3782 0.0018 0.3219
H -1.5574 1.1638 -0.7303
H -0.9095 0.7198 0.9032
H 1.5666 -1.2164 -0.1002


*two*
9
Properties=species:S:1:pos:R:3 method="wB97M-V/def2-TZVPD" gap_ev=11.31 lumo_energy_ev=0.6
C -3.0066 0.3978 -0.1140
C 0.5103 2.0093 1.0007
N -2.7579 1.4450 -0.6779
O -3.3409 -0.5029 0.5588
Cl 1.1622 1.1435 -0.4442
H 0.7504 3.1249 0.7880
H 0.7546 1.5922 1.9812
H -2.4156 1.5575 -1.6780
H -0.5967 2.0555 0.8124


Preferred: *two*; penalty for the next structure: 4.369 eV.


*one*
13
Properties=species:S:1:pos:R:3 method="wB97M-V/def2-TZVPD" gap_ev=7.84 lumo_energy_ev=-0.5
C 0.0877 -1.6016 -0.8362
C -0.8225 0.6115 -0.8027
C -0.0258 0.4678 1.5216
H -0.4860 -2.5488 -1.8411
H -0.0263 -1.9849 0.7079
H 1.4684 -1.2951 -1.1146
H -1.4884 1.4548 -1.2279
H 0.9015 3.0018 0.0245
H 1.0051 0.3847 2.1254
N -0.7869 -0.5367 -1.2722
N -0.0388 1.0851 0.4015
O 1.2128 1.7944 0.2392
S -1.0009 -0.8328 2.0746


*two*
13
Properties=species:S:1:pos:R:3 method="wB97M-V/def2-TZVPD" gap_ev=9.37 lumo_energy_ev=0.7
C 1.2166 -0.3611 0.4007
C 1.3251 1.1583 0.1202
C -0.3035 -0.2188 0.2250
H 1.3575 -2.0176 -0.7875
H 2.7144 -1.6205 -0.0697
H 1.4295 -0.5671 1.4529
H 1.7961 1.4451 -0.8288
H 1.7146 1.7115 0.9948
H -1.7838 1.5489 -0.6056
N 1.9001 -1.2012 -0.5201
N -0.1082 1.0871 0.1111
O -0.9784 2.0537 -0.2860
S -1.5858 -1.2251 0.0325


*three*
13
Properties=species:S:1:pos:R:3 method="wB97M-V/def2-TZVPD" gap_ev=9.27 lumo_energy_ev=-0.2
C 1.0585 0.6088 -1.9439
C 0.3374 0.5697 0.0040
C -1.1136 -1.6442 1.7906
H 2.0469 0.3692 -2.4483
H 0.9226 1.6398 -1.9809
H 0.1924 0.3138 -2.7138
H -0.2172 1.6477 -0.2018
H -0.8999 0.8068 1.6359
H -0.8864 -2.6487 1.8561
N 0.9193 -0.2111 -0.7716
N 0.0515 0.3999 1.3432
O 0.1210 -0.9486 1.8046
S -2.5324 -0.9029 1.6259


*four*
13
Properties=species:S:1:pos:R:3 method="wB97M-V/def2-TZVPD" gap_ev=9.60 lumo_energy_ev=0.7
C 0.0243 1.0668 1.2785
C 1.2725 0.2444 0.8407
C -0.4880 -1.0769 -2.4118
H -1.3353 -0.4765 1.2467
H -2.0325 1.1625 1.4658
H 1.9789 0.8830 0.2709
H 1.8681 -0.1518 1.7350
H -0.8896 -0.4708 -3.1939
H -0.5259 -2.1958 -2.5259
N -1.2133 0.5155 1.2572
N 0.1884 -0.4944 -1.4801
O 0.3044 2.2294 1.6381
S 0.8480 -1.2356 -0.1210


Preferred: *four*; penalty for the next structure: 1.622 eV.


*one*
13
Properties=species:S:1:pos:R:3 method="wB97M-V/def2-TZVPD" gap_ev="8.92 / 8.92" lumo_energy_ev="-0.1 / -0.1"
C -0.0365 -0.2456 0.3155
C 1.0563 -0.7897 -0.2066
C 2.4233 -0.2253 -0.0390
N -1.2796 -0.8367 0.1820
N -2.2042 1.5945 -0.0409
O -3.7765 -0.4789 -0.0909
S -2.4612 0.0946 -0.0434
H 0.0095 0.6846 0.8717
H 0.9716 -1.7001 -0.7801
H 2.8000 0.1288 -0.9997
H 3.1097 -0.9905 0.3184
H 2.4191 0.6056 0.6603
H -3.0318 2.1588 -0.1473


*two*
13
Properties=species:S:1:pos:R:3 method="wB97M-V/def2-TZVPD" gap_ev="8.14 / 8.26" lumo_energy_ev="0.1 / 0.1"
C -2.4477 -0.2210 -0.9390
C 1.3998 -0.6336 1.5697
C 0.0146 0.0236 -0.3645
N -3.1786 0.1178 -1.7445
N 0.0725 1.4376 -0.1546
O 0.6309 -0.3036 -1.5626
S -1.4808 -0.9183 0.2736
H 2.0537 -1.4034 1.2510
H 1.9847 0.2705 2.0570
H 0.7417 -0.9990 2.3844
H 0.5578 1.8813 -0.9667
H -0.7911 1.9633 -0.0148
H 0.4427 -1.2150 -1.7888


Preferred: *one*; penalty for the next structure: 1.193 eV.